{"formula": "H3O", "method": "wB97M-V/def2-TZVPD", "species": ["O", "H", "H", "H"], "xyz": [[0.1180, -0.3688, -0.1252], [0.5308, 0.5860, -0.5334], [0.1465, -0.2544, 0.9177], [-0.7953, 0.0373, -0.2591]], "lowdin_charge": [0.246, 0.306, 0.249, 0.199], "homo_energy_ev": -24.0, "de_lowest_kj_mol": 75.0, "orbital_gap_ev": 17.59, "total_charge": 1}